(1)
Formula: C19H41AsN7NiO3Si3
Source: the OMol25 dataset
Level of theory: wB97M-V/def2-TZVPD

Calculated values
Calculated total energy: -5970.12588 hartree
Expectation value of S²: 2.02
Net charge: +1
HOMO level (alpha / beta): -9.667 / -9.246 eV
LUMO energy (alpha / beta): -2.66 / -3.29 eV
Multiplicity: 3
Strongest force on any atom: 0.5 eV/A

Last column: Mulliken charge in e.
CARTESIAN COORDINATES (ANGSTROEM)
Ni 1.8714 0.9063 0.3490  0.05
N 0.0598 1.8076 4.1036  0.24
C -0.1846 1.4116 2.8500  -0.89
N 0.9427 1.3995 2.1745  0.86
C 1.8633 1.8031 3.0950  -0.20
N 1.3699 2.0633 4.2794  -0.86
C 3.2664 1.9197 2.7004  0.59
C 4.2904 2.2749 3.5699  -0.21
N 5.5512 2.3539 3.1602  -0.58
C 5.7826 2.0811 1.8806  -0.36
C 4.7626 1.7227 1.0106  -0.19
N 3.4968 1.6408 1.4160  0.11
H -0.5879 1.9326 4.8640  0.24
H -1.1641 1.1595 2.4747  0.63
H 4.0762 2.4907 4.6099  0.47
H 6.8069 2.1478 1.5317  0.40
H 4.9695 1.5053 -0.0293  0.36
N 2.6566 0.9969 -1.6323  -0.41
C 1.9053 0.0439 -2.4696  -1.02
C 0.4492 -0.0659 -2.0369  -0.51
O -0.3825 -0.4322 -2.8628  -0.59
O 0.2170 0.1747 -0.7946  0.99
H 2.5734 1.9406 -1.9926  0.22
H 3.6390 0.7552 -1.6761  0.21
H 2.3287 -0.9475 -2.2997  0.20
H 1.9556 0.2547 -3.5354  0.48
C -3.4909 0.2060 -3.6820  -1.16
Si -3.4754 -0.9392 -2.2110  0.68
C -2.8407 -2.5950 -2.7793  -1.16
C -5.2236 -1.1023 -1.5632  -1.12
As -2.2297 -0.0545 -0.3457  0.38
Si -2.2626 2.3048 -0.6847  0.52
C -4.1001 2.6397 -0.6904  -1.14
C -1.4538 3.3593 0.6180  -1.00
C -1.4057 2.6885 -2.2883  -0.94
Si -1.4514 -2.0540 0.7211  0.20
C -0.2226 -2.9159 -0.3755  -0.38
C -3.0190 -3.0326 0.9880  -1.05
C -0.6289 -1.7862 2.3751  -0.82
H -4.2049 -0.2374 -4.3866  0.43
H -2.5158 0.2434 -4.1638  0.27
H -3.8354 1.2190 -3.4748  0.27
H -3.5456 -2.9341 -3.5472  0.44
H -2.8059 -3.3662 -2.0093  0.29
H -1.8564 -2.4941 -3.2370  0.27
H -5.8686 -1.4639 -2.3703  0.39
H -5.6155 -0.1376 -1.2310  0.31
H -5.3059 -1.8028 -0.7285  0.32
H -4.5956 2.1609 0.1565  0.34
H -4.5961 2.3069 -1.6031  0.28
H -4.2574 3.7200 -0.6030  0.43
H -2.0708 3.5071 1.5065  0.33
H -1.3177 4.3380 0.1454  0.43
H -0.4680 2.9978 0.9004  0.00
H -1.5623 1.9703 -3.0870  0.22
H -0.3316 2.7724 -2.1007  0.19
H -1.7646 3.6711 -2.6173  0.44
H -0.5127 -2.9458 -1.4239  0.28
H -0.1139 -3.9460 -0.0160  0.48
H 0.7421 -2.4109 -0.2941  -0.37
H -3.4765 -3.3771 0.0579  0.28
H -3.7640 -2.4517 1.5367  0.32
H -2.7789 -3.9184 1.5857  0.41
H 0.2405 -1.1317 2.3147  -0.08
H -0.2779 -2.7838 2.6715  0.42
H -1.3070 -1.4436 3.1589  0.32
C 4.9964 -2.1969 0.2750  -1.12
C 3.5950 -2.1631 0.8307  0.62
N 3.3066 -3.0678 1.7899  -0.39
O 2.7643 -1.3473 0.4471  -0.33
H 5.5463 -3.0977 0.5391  0.45
H 5.5380 -1.3324 0.6631  0.21
H 4.9467 -2.1091 -0.8087  0.23
H 3.9755 -3.7473 2.1023  0.20
H 2.3866 -3.0597 2.1987  0.16

(2)
Formula: C51H49AsCaN2P2Te
Source: the OMol25 dataset
Level of theory: wB97M-V/def2-TZVPD

Calculated values
Calculated total energy: -5946.31067 hartree
Net charge: 0
HOMO level: -6.838 eV
LUMO energy: 0.15 eV
Strongest force on any atom: 1.8 eV/A

Last column: Mulliken charge in e.
CARTESIAN COORDINATES (ANGSTROEM)
Ca 0.3172 0.1415 -0.1917  0.75
C 1.9163 -4.5156 -1.9698  -1.83
C 0.6713 -4.0414 -1.2823  0.43
C -0.5345 -4.0980 -1.8821  -1.06
C -1.7219 -3.5752 -1.2724  -0.70
C -1.6961 -3.0148 -0.0510  -1.70
C -0.4902 -3.0552 0.7655  -0.26
C 0.7925 -3.5668 0.1122  2.79
H 2.5284 -5.0923 -1.2776  0.33
H 2.5245 -3.6812 -2.3206  0.20
H 1.6686 -5.1409 -2.8251  0.51
H -0.6203 -4.4947 -2.8832  0.43
H -2.6328 -3.5899 -1.8513  0.42
H -2.5757 -2.5524 0.3770  0.60
H -0.4151 -2.3123 1.5594  1.03
H 2.8487 -3.8156 0.6270  0.48
Te 5.2995 -1.6387 -0.1999  0.45
C 6.8441 -0.4519 0.6438  0.32
C 7.9206 -1.0437 1.2921  -0.51
C 8.8834 -0.2308 1.8609  -0.37
N 8.8534 1.0909 1.8071  -0.65
C 7.8387 1.6511 1.1679  -0.60
C 6.8144 0.9336 0.5801  0.13
C 3.8622 -0.0236 0.0434  -0.56
P 2.6741 -0.3006 1.3667  0.79
C 3.8606 -0.0701 2.7447  0.70
C 4.7016 -1.0984 3.1636  -0.51
C 5.7355 -0.8385 4.0441  -0.71
C 5.9293 0.4433 4.5303  -0.57
C 5.0807 1.4657 4.1399  -0.85
C 4.0598 1.2137 3.2416  -0.39
C 2.2072 -2.0669 1.6427  1.59
C 1.8269 -2.4448 2.8770  -0.86
C 1.3128 -3.7361 3.2602  -1.03
C 0.6161 -4.6064 2.5120  -1.25
C 0.0955 -4.4140 1.1585  0.11
C 2.1560 -2.9802 0.4613  -1.46
P 2.8067 0.2329 -1.3925  1.14
C 4.0452 0.2667 -2.7271  -0.01
C 5.0075 1.2680 -2.7961  -0.61
C 6.0278 1.1749 -3.7246  -0.72
C 6.0969 0.0870 -4.5801  -0.57
C 5.1267 -0.9015 -4.5281  -0.61
C 4.0995 -0.8066 -3.6083  -0.20
C 2.4675 2.0295 -1.2545  0.31
C 1.8207 2.6284 -2.3329  -0.41
C 1.4719 3.9629 -2.2844  -0.72
C 1.7475 4.7087 -1.1476  -0.60
C 2.3721 4.1157 -0.0638  -0.64
C 2.7292 2.7787 -0.1157  -0.11
H 8.0032 -2.1194 1.3575  0.38
H 9.7256 -0.6550 2.3942  0.36
H 7.8570 2.7336 1.1257  0.39
H 5.9983 1.4345 0.0810  0.23
H 4.5431 -2.1068 2.8011  0.25
H 6.3949 -1.6430 4.3404  0.42
H 6.7400 0.6393 5.2152  0.39
H 5.2237 2.4622 4.5319  0.44
H 3.4125 2.0213 2.9186  0.26
H 1.9748 -1.7383 3.6897  0.52
H 1.4898 -4.0044 4.2946  0.44
H 0.3161 -5.5400 2.9734  0.36
H -0.4506 -5.2615 0.7619  0.54
H 2.5176 -2.4235 -0.4136  -0.80
H 4.9526 2.1159 -2.1264  0.27
H 6.7842 1.9454 -3.7751  0.42
H 6.9051 0.0073 -5.2932  0.39
H 5.1761 -1.7519 -5.1931  0.43
H 3.3237 -1.5648 -3.5613  0.26
H 1.6230 2.0333 -3.2191  0.44
H 0.9821 4.4240 -3.1290  0.42
H 1.4800 5.7552 -1.1116  0.40
H 2.5902 4.7053 0.8168  0.47
H 3.2579 2.3180 0.7104  -0.01
C -1.0119 2.5084 3.4754  -0.94
C -1.9408 3.3832 2.9231  -0.85
C -2.1327 3.3871 1.5568  -0.85
C -1.3671 2.5372 0.7407  -0.06
N -0.4996 1.6846 1.2994  1.11
C -0.3320 1.6703 2.6121  -0.69
C -1.4936 2.5308 -0.7227  1.87
C -2.0416 3.6431 -1.3748  -1.12
C -2.2098 3.6379 -2.7437  -1.12
C -1.8290 2.5229 -3.4736  -0.46
C -1.2501 1.4418 -2.8276  -0.17
C -1.0643 1.3991 -1.4453  -0.28
H -0.8325 2.4747 4.5382  0.51
H -2.5125 4.0470 3.5556  0.45
H -2.8782 4.0348 1.1223  0.48
H 0.3953 0.9527 2.9854  0.30
H -2.3077 4.5335 -0.8214  0.31
H -2.6284 4.5017 -3.2411  0.41
H -1.9704 2.5084 -4.5469  0.42
H -0.9453 0.5885 -3.4287  0.39
C -6.4269 0.8068 -0.2135  -1.18
As -4.4618 1.0573 -0.0825  0.37
C -3.9818 -0.3069 -1.4141  -0.76
C -4.1689 -0.1366 1.4666  -0.90
H -6.6928 -0.2485 -0.1910  0.34
H -6.7944 1.2407 -1.1438  0.38
H -6.9322 1.3127 0.6090  0.38
H -4.6089 -1.1901 -1.2954  0.49
H -2.9357 -0.5845 -1.2785  -0.27
H -4.1015 0.0827 -2.4230  0.50
H -4.4997 0.3395 2.3880  0.46
H -3.1011 -0.3530 1.5608  -0.08
H -4.7169 -1.0695 1.3370  0.41

(3)
Formula: H10O5
Source: the OMol25 dataset
Level of theory: wB97M-V/def2-TZVPD

Calculated values
Calculated total energy: -382.13235 hartree
Net charge: 0
HOMO level: -10.532 eV
LUMO energy: 0.27 eV
Strongest force on any atom: 8.3 eV/A

Last column: Mulliken charge in e.
CARTESIAN COORDINATES (ANGSTROEM)
O 1.6930 -1.6637 -0.5179  -0.64
H 2.3310 -1.6237 0.1261  0.30
H 1.7230 -2.6447 -0.9369  0.31
O 1.7520 2.1243 -1.0039  -0.63
H 2.4850 2.3723 -0.4189  0.29
H 1.0990 1.8193 -0.4459  0.39
O -2.7080 0.6123 2.0491  -0.74
H -2.9990 0.4243 1.1331  0.36
H -2.7820 1.7543 2.2151  0.38
O 0.1620 0.9123 0.8181  -0.73
H -0.7860 0.8283 1.2371  0.38
H 0.4300 -0.0237 0.7311  0.29
O -1.0970 -1.5147 -1.5129  -0.60
H -0.3620 -1.4767 -1.0639  0.33
H -0.9410 -1.9007 -2.4099  0.30

(4)
Formula: C12H48N14O12
Source: the OMol25 dataset
Level of theory: wB97M-V/def2-TZVPD

Calculated values
Calculated total energy: -2155.29044 hartree
Net charge: 0
HOMO level: -8.088 eV
LUMO energy: -0.65 eV
Strongest force on any atom: 11.2 eV/A

Last column: Mulliken charge in e.
CARTESIAN COORDINATES (ANGSTROEM)
N -3.4801 -0.3602 2.7604  -0.43
C -3.5941 -0.5882 4.0334  0.74
N -4.4171 -1.5572 4.4264  -0.42
O -2.8611 0.1818 4.9714  -0.71
H -3.2271 0.5758 2.4184  0.11
H -3.9291 -0.8992 2.0334  0.11
H -4.5831 -1.6012 5.4574  0.28
H -5.0611 -2.0962 3.8384  0.21
N 2.6899 -2.8522 2.2554  -0.03
C 2.2539 -3.4762 3.3004  0.50
N 1.0369 -3.9232 3.1724  -0.27
O 3.0619 -3.7732 4.3424  -0.78
H 3.6899 -2.4642 2.3774  0.13
H 2.2099 -2.8132 1.3864  -0.01
H 0.5949 -4.2182 4.1344  0.28
H 0.3589 -3.5892 2.4104  0.25
N -0.3281 3.0808 -4.1656  -0.42
C -1.1201 2.3228 -3.4406  0.44
N -1.4401 2.8608 -2.3226  -0.49
O -1.7461 1.1368 -3.9216  -0.67
H 0.0649 2.5368 -4.9866  0.32
H 0.2799 3.7598 -3.7736  0.21
H -2.3281 2.6638 -1.7506  0.04
H -1.1431 3.8948 -2.2066  0.23
N -3.3901 2.6878 -0.6246  -0.38
C -4.4281 2.1948 -1.1796  0.47
N -5.2211 3.0788 -1.6846  -0.38
O -4.6981 0.7928 -1.2536  -0.74
H -2.7461 2.0178 -0.1486  0.08
H -3.3901 3.6708 -0.3106  0.31
H -6.1091 2.6568 -2.0976  0.32
H -5.1241 4.0548 -1.8956  0.17
N 2.4839 -0.6872 -3.5796  -0.14
C 2.9479 -1.8812 -3.4116  0.43
N 4.2289 -1.9662 -3.2856  -0.28
O 2.1049 -3.0022 -3.4306  -0.75
H 1.4909 -0.6432 -3.7456  0.20
H 3.0129 0.1778 -3.3766  0.11
H 4.6299 -2.8712 -3.1236  0.24
H 4.9149 -1.2302 -3.2766  0.19
N 0.9719 -2.5262 -0.7066  0.44
C 0.3479 -3.4872 -0.1816  0.16
N -0.3711 -3.1752 0.8234  0.08
O 0.5129 -4.8322 -0.5696  -0.83
H 1.4189 -2.6572 -1.6036  -0.19
H 0.8639 -1.5532 -0.3276  -0.03
H -0.9971 -3.9232 1.2274  0.40
H -0.6241 -2.2162 1.1064  -0.15
N 0.4549 1.1288 -1.0836  1.29
C 0.0079 0.5348 -0.0836  -0.83
N 0.9739 -0.1352 0.5244  0.85
O -1.3101 0.6298 0.3224  0.21
H -0.2361 1.7368 -1.6546  -0.22
H 1.3969 1.1908 -1.3686  -0.31
H 0.6249 -0.6092 1.3954  -0.43
H 1.9799 0.0178 0.5244  0.36
C 4.0319 -0.5352 -0.0256  -0.90
O 3.5349 0.3778 0.9454  -0.58
H 3.5219 -0.3732 -1.0256  0.04
H 3.9559 -1.6232 0.1854  0.22
H 5.1329 -0.4512 -0.0976  0.54
H 4.2579 0.6388 1.4574  0.31
C 0.1399 3.3588 1.6514  -0.35
O 1.3969 2.7368 1.4174  -0.60
H 0.2289 4.2998 2.1534  0.43
H -0.6061 2.6878 2.0864  0.03
H -0.4291 3.6488 0.7704  0.05
H 1.2349 1.8188 1.0954  0.67
C 0.0429 -0.2332 3.4384  -0.64
O -0.7561 -0.9982 2.6424  -0.14
H 0.1769 0.8168 3.1304  0.03
H 0.8799 -0.8312 3.7204  0.35
H -0.4301 -0.0842 4.4444  0.34
H -1.6591 -0.6952 2.7074  -0.07
C 2.9459 2.7898 -1.5616  -0.81
O 2.6779 2.4758 -2.8746  -0.49
H 3.2779 1.8878 -1.0416  0.30
H 2.1029 3.0338 -1.0106  0.17
H 3.6599 3.5808 -1.4816  0.52
H 3.4819 2.7748 -3.2706  0.34
C -2.4561 -1.6512 -1.2156  0.11
O -3.7641 -1.5762 -1.8026  -0.67
H -2.4651 -1.5122 -0.1486  -0.21
H -1.8161 -1.0432 -1.7906  0.11
H -1.9481 -2.6472 -1.3756  0.16
H -4.0601 -0.6532 -1.7936  0.49